One molecule with the formula C22H22FN5O2S2 in a non-equilibrium geometry, computed with ωB97M-V/def2-TZVPD.

**Total charge**: 0
**Gap between HOMO and LUMO**: 7.9740 eV
**LUMO energy**: -0.328 eV
**2S+1**: 1
**SMILES**: Cc1cc(C(=O)CSc2nn3c(=O)c(C(C)(C)C)nnc3s2)c(C)n1-c1ccc(F)cc1
**E_HOMO**: -8.3023 eV

CARTESIAN COORDINATES (ANGSTROEM)
C 0.756 -2.370 0.108
C 0.918 -1.345 1.171
C 0.373 -1.297 2.418
C 0.937 -0.176 3.095
C 0.659 0.295 4.435
O 1.436 0.941 5.108
C -0.761 0.037 4.939
S -1.649 1.604 4.615
C -1.702 1.553 2.890
N -1.897 0.499 2.195
N -1.886 0.753 0.877
C -2.141 -0.235 -0.101
O -2.312 -1.389 0.213
C -2.149 0.363 -1.442
C -2.514 -0.498 -2.631
C -3.929 -1.049 -2.407
C -1.523 -1.660 -2.757
C -2.486 0.341 -3.909
N -1.882 1.609 -1.668
N -1.626 2.480 -0.701
C -1.667 2.059 0.519
S -1.469 3.040 1.943
C 1.825 0.423 2.209
C 2.620 1.666 2.362
N 1.784 -0.278 1.045
C 2.485 0.068 -0.132
C 3.867 -0.065 -0.185
C 4.552 0.278 -1.335
C 3.838 0.749 -2.423
F 4.502 1.080 -3.545
C 2.461 0.889 -2.392
C 1.786 0.546 -1.235
H -0.238 -2.804 0.179
H 0.892 -1.941 -0.882
H 1.490 -3.167 0.235
H -0.326 -2.004 2.814
H -1.283 -0.768 4.434
H -0.779 -0.077 6.021
H -3.964 -1.672 -1.518
H -4.225 -1.650 -3.263
H -4.642 -0.234 -2.296
H -0.511 -1.284 -2.902
H -1.788 -2.270 -3.617
H -1.550 -2.284 -1.870
H -3.180 1.172 -3.835
H -1.493 0.747 -4.077
H -2.763 -0.278 -4.759
H 2.366 2.141 3.306
H 3.687 1.446 2.373
H 2.426 2.354 1.538
H 4.399 -0.443 0.674
H 5.624 0.182 -1.399
H 1.936 1.266 -3.254
H 0.713 0.658 -1.188

Cartesian forces, eV/Å:
0.085 -0.090 0.055
-0.404 -0.417 0.135
0.222 0.081 -0.186
0.665 -0.094 -0.548
-0.084 -0.114 0.160
-0.007 0.005 0.163
0.063 0.376 -0.091
-0.090 -0.012 0.504
-0.061 0.373 -0.879
-0.429 -0.588 0.983
0.126 0.737 -0.740
0.103 0.005 0.493
-0.096 -0.007 -0.076
-0.012 -0.146 -0.072
-0.047 -0.155 -0.154
0.124 0.008 0.042
-0.118 0.071 0.082
-0.014 -0.113 0.225
-0.152 -0.554 -0.720
0.292 1.261 0.973
-0.056 -0.258 -0.234
0.044 -0.491 0.131
-0.237 0.257 0.528
0.024 0.082 -0.007
-0.048 -0.021 0.347
0.266 0.149 -0.450
-0.271 -0.010 -0.005
-0.003 0.115 -0.239
-0.081 -0.058 0.152
-0.028 -0.011 0.051
0.204 -0.001 -0.103
0.171 -0.029 0.195
-0.031 -0.017 -0.060
-0.072 -0.074 -0.093
0.053 -0.050 -0.091
-0.213 -0.169 0.013
0.002 -0.057 0.060
0.010 -0.003 -0.036
-0.061 -0.061 0.041
-0.054 -0.065 -0.117
-0.116 0.076 -0.015
0.156 0.016 -0.038
-0.012 -0.072 -0.132
0.056 -0.088 0.035
-0.049 0.116 -0.070
0.090 0.085 -0.086
-0.039 -0.131 -0.074
0.023 0.011 -0.021
0.091 0.066 0.020
0.039 0.048 -0.041
0.040 -0.046 0.094
0.106 -0.002 -0.032
-0.037 0.044 -0.110
-0.137 0.017 0.038



C10H9F5N3O3W as an isolated structure, computed with ωB97M-V/def2-TZVPD.

**Total charge**: +1
**Gap between HOMO and LUMO**: 7.7854 eV
**LUMO energy**: -5.109 eV
**2S+1**: 1
**E_HOMO**: -12.8940 eV

CARTESIAN COORDINATES (ANGSTROEM)
W -0.123 -0.730 0.485
N -0.210 1.044 2.055
C 0.901 0.421 2.844
C 0.887 -0.957 2.227
O -0.294 -1.577 2.334
N 1.660 -1.263 1.112
C 2.186 -2.547 0.692
C 1.262 -3.114 -0.389
O 1.465 -4.089 -1.024
O 0.122 -2.348 -0.526
H 0.028 1.976 1.734
H -1.065 1.120 2.596
H 0.695 0.404 3.912
H 1.835 0.940 2.650
H 2.242 -3.257 1.517
H 3.177 -2.430 0.259
F -2.270 1.645 0.049
C -1.334 1.756 -0.926
C -0.270 0.863 -0.931
C 0.648 1.005 -1.965
F 1.694 0.175 -2.024
C 0.527 1.980 -2.940
F 1.419 2.095 -3.908
C -0.555 2.849 -2.888
F -0.689 3.782 -3.807
C -1.502 2.742 -1.874
F -2.536 3.568 -1.838
N -2.218 -1.413 0.182
H -2.884 -0.659 0.017
H -2.550 -1.934 0.991
H -2.246 -2.046 -0.617

Cartesian forces, eV/Å:
0.061 -0.413 0.029
0.047 -0.034 -0.024
-0.019 0.020 0.049
0.106 0.122 0.014
-0.078 0.082 -0.131
-0.184 0.023 -0.047
-0.015 0.012 -0.036
0.183 -0.015 0.088
-0.079 0.029 -0.042
-0.142 0.227 0.011
-0.001 -0.003 -0.008
-0.007 -0.013 -0.010
0.019 0.007 0.002
0.001 -0.005 -0.004
-0.006 -0.001 0.000
0.007 -0.011 0.013
0.004 -0.001 -0.012
0.025 0.041 -0.053
-0.137 -0.027 0.105
0.028 -0.030 0.039
0.007 -0.005 -0.005
-0.031 0.016 0.023
0.005 -0.007 -0.003
0.018 0.003 -0.003
-0.003 -0.003 0.001
0.027 -0.028 -0.001
0.000 0.001 0.002
0.142 -0.007 -0.001
0.019 0.022 0.005
0.022 -0.009 0.001
-0.016 0.007 -0.003



A 3-piece molecular cluster, C5H17NO3S overall in a non-equilibrium geometry, computed with ωB97M-V/def2-TZVPD.

**Total charge**: 0
**Gap between HOMO and LUMO**: 9.3096 eV
**LUMO energy**: 0.125 eV
**2S+1**: 1
**Energy relative to the best compared isomer or geometry (same formula, charge and spin)**: 1.134 eV
**SMILES**: OCCNCCCS.O.O
**E_HOMO**: -9.1851 eV

CARTESIAN COORDINATES (ANGSTROEM)
O 2.157 -2.134 1.768
C 0.788 -2.491 1.828
C -0.087 -1.316 1.352
N 0.136 -0.898 -0.038
C -1.048 -1.139 -0.898
C -2.140 -0.184 -0.422
C -1.784 1.280 -0.318
S -1.846 2.377 -1.714
H 2.416 -1.883 0.878
H 0.592 -2.787 2.869
H 0.539 -3.442 1.347
H 0.208 -0.496 2.005
H -1.128 -1.456 1.636
H 1.000 -1.259 -0.415
H -0.648 -0.823 -1.878
H -1.342 -2.194 -0.946
H -2.631 -0.435 0.538
H -2.999 -0.313 -1.087
H -0.844 1.491 0.215
H -2.510 1.815 0.315
H -0.808 2.074 -2.520
O 2.138 1.034 2.378
H 2.254 1.739 1.732
H 1.602 0.482 1.804
O 2.485 0.847 -2.234
H 1.565 0.707 -1.924
H 2.766 -0.012 -1.898

Cartesian forces, eV/Å:
0.040 -0.319 0.171
-0.575 -0.172 0.167
1.117 -0.096 1.005
-0.885 -0.461 0.606
1.683 1.168 0.247
-1.424 -0.421 -0.381
0.709 0.808 1.095
-0.357 0.580 -1.224
-0.028 -0.133 -0.067
0.036 0.791 -0.006
0.292 0.118 -0.824
-0.082 0.137 0.203
-0.121 -0.324 -0.606
-0.193 -0.354 -0.092
-0.827 -0.239 -0.039
-0.243 0.169 0.077
0.798 -0.367 -0.148
0.073 0.246 -0.316
-0.163 -0.588 -0.188
-0.069 -0.452 -0.110
0.044 -0.343 0.419
-0.167 0.334 -0.753
0.488 0.649 0.364
-0.104 -0.763 0.326
-1.303 -0.986 0.782
0.169 1.032 -0.427
1.093 -0.015 -0.282